C5H11NS | ωB97M-V with the def2-TZVPD basis set

```
! RIJCOSX wB97M-V def2-TZVPD def2/J DEFGRID3
* xyz 0 1
C 1.679 -1.647 0.754
C 1.743 -0.855 -0.571
C -0.297 1.240 -0.205
C -0.701 2.099 0.727
C -1.194 0.099 -0.827
H 0.551 -1.772 0.866
H 2.066 -2.744 0.791
H 2.101 -0.920 1.485
H 2.746 -1.021 -1.041
H 1.056 -1.628 -1.071
H -1.624 2.356 0.999
H 0.175 2.803 0.934
H -1.024 0.298 -2.011
H -1.024 -0.954 -0.457
H -2.757 1.355 -0.362
H -2.346 0.166 0.795
N -2.604 0.248 -0.271
S 1.455 0.875 -0.534
*
```

relative energy (zero: lowest compared OMol25 entry of this formula, charge and spin): 295.6 kJ/mol
HOMO-LUMO gap: 0.34750 Ha
max |F|: 6.638 eV Å⁻¹
LUMO: 0.0298 Ha
E_tot: -17685.3991 eV
SMILES: C=C(CN)SCC

---

C5H11NS | ωB97M-V with the def2-TZVPD basis set

```
! RIJCOSX wB97M-V def2-TZVPD def2/J DEFGRID3
* xyz 0 1
C 1.029 1.558 0.533
C -1.018 0.707 -0.579
C -1.819 -0.323 0.200
C 0.502 -1.749 0.169
C 1.089 -0.567 -0.656
H 2.179 1.573 0.439
H 0.749 1.398 1.633
H 0.598 2.544 0.461
H -1.221 0.533 -1.601
H -1.384 1.684 -0.247
H -2.861 -0.294 0.019
H -1.701 -0.149 1.262
H 0.580 -1.528 1.247
H 1.033 -2.654 -0.103
H 2.181 -0.535 -0.547
H 0.901 -0.952 -1.693
N 0.426 0.702 -0.365
S -1.263 -1.945 -0.172
*
```

relative energy (zero: lowest compared OMol25 entry of this formula, charge and spin): 60.2 kJ/mol
HOMO-LUMO gap: 0.32147 Ha
max |F|: 3.332 eV Å⁻¹
LUMO: 0.0353 Ha
E_tot: -17687.8390 eV
SMILES: CN1CCSCC1